Record 1
The following is a DFT calculation (ωB97M-V/def2-TZVPD) of a structure of composition C31H55N4OP2Pd.

For the largest force on an atom, the calculation gives 0.33 eV Å⁻¹. Its charge is +1. The total energy comes out at -63101.2028 eV. For the highest occupied orbital energy (alpha / beta), the calculation gives -0.3491 / -0.3858 Ha. The multiplicity is 3.

Geometry (Å):
Pd -0.18484 0.43752 -0.14240
C 4.84573 1.35757 -0.65145
C 3.55791 1.20983 0.16072
C 3.15911 2.55077 0.77858
P 2.11854 0.45653 -0.73082
C 2.35995 0.86425 -2.51427
C 1.98088 2.32207 -2.76259
C 1.56109 -0.05791 -3.43145
C 2.38698 -1.35125 -0.58828
C 3.59097 -1.94076 -0.23717
C 3.69897 -3.30346 0.03570
C 5.01685 -3.91519 0.40904
C 2.54048 -4.07933 -0.01832
C 1.33021 -3.53128 -0.38636
C 1.23692 -2.16967 -0.71453
N 0.06015 -1.53279 -1.05332
C -1.01026 -2.17526 -1.63070
C -0.88586 -3.36750 -2.36463
C -2.00121 -3.99896 -2.87377
C -3.27746 -3.47354 -2.67903
C -4.48981 -4.16695 -3.22595
C -3.38572 -2.24723 -2.02428
C -2.28566 -1.56274 -1.53507
P -2.39419 0.13277 -0.85267
C -2.70451 1.17649 -2.34434
C -3.81556 0.79171 -3.31763
C -2.80905 2.64548 -1.92889
C -3.84693 0.13928 0.29202
C -5.24064 0.33075 -0.30693
C -3.62107 1.17065 1.39941
H 5.66804 1.62757 0.01319
H 4.75188 2.15716 -1.38790
H 5.13160 0.45231 -1.18544
H 3.74401 0.51396 0.98623
H 2.98192 3.30764 0.01302
H 3.96425 2.91783 1.41683
H 2.25066 2.46128 1.37466
H 3.42276 0.73359 -2.73313
H 0.93536 2.50207 -2.49061
H 2.10288 2.55470 -3.82150
H 2.59779 3.02208 -2.19843
H 0.48656 0.05263 -3.26331
H 1.81852 -1.10790 -3.29470
H 1.76870 0.20593 -4.46980
H 4.48282 -1.33418 -0.14571
H 5.79372 -3.15856 0.50311
H 5.34009 -4.63406 -0.34524
H 4.94477 -4.45216 1.35539
H 2.58687 -5.12639 0.25238
H 0.43650 -4.13677 -0.35957
H 0.09374 -3.78026 -2.55557
H -1.88281 -4.91715 -3.43527
H -4.36027 -5.24803 -3.22718
H -4.67646 -3.85896 -4.25709
H -5.37998 -3.93075 -2.64440
H -4.37143 -1.81269 -1.92185
H -1.74808 1.05130 -2.87058
H -4.80679 0.90321 -2.88254
H -3.71097 -0.22936 -3.68236
H -3.76871 1.45229 -4.18590
H -3.76753 2.85581 -1.45207
H -2.73901 3.28622 -2.80890
H -2.01500 2.93503 -1.23685
H -3.79053 -0.85824 0.74353
H -5.34762 1.32324 -0.74424
H -5.98365 0.25151 0.48902
H -5.49963 -0.39971 -1.06941
H -3.67747 2.18815 1.00424
H -2.64929 1.05118 1.87806
H -4.40197 1.07122 2.15548
O -1.18564 -1.55081 2.02620
H -0.77577 -0.68009 2.16169
H -1.99991 -1.51772 2.53936
C 1.23379 0.53165 5.23187
N 1.20158 0.74321 3.79562
C 1.70945 -0.36511 3.01129
C 0.41218 1.70138 3.21781
N -0.15907 1.50273 2.06520
N 0.24527 2.85541 3.95294
C -0.81109 3.76937 3.56689
C 1.39313 3.50422 4.57194
H 0.82665 -0.45634 5.46384
H 0.63290 1.28017 5.73732
H 2.25547 0.57647 5.61533
H 2.73769 -0.58063 3.31198
H 1.68719 -0.10310 1.95807
H 1.11466 -1.27391 3.14921
H -0.54404 2.37586 1.71690
H -0.55720 4.35792 2.67522
H -0.98362 4.46517 4.38630
H -1.73516 3.22370 3.38032
H 2.24065 2.82718 4.60436
H 1.15592 3.82169 5.58878
H 1.68681 4.38704 3.99533

Atoms 1-6, force components in eV/Å:
Pd 0.292 -0.041 0.017
C -0.019 0.032 -0.012
C 0.069 -0.040 0.042
C -0.046 0.042 0.024
P -0.089 -0.037 -0.069
C 0.107 -0.052 -0.053

---

Record 2
The following is a DFT calculation (ωB97M-V/def2-TZVPD) of a structure of composition C31H55O6PtSi at a distorted geometry.

For the largest force on an atom, the calculation gives 2.15 eV Å⁻¹. Its charge is +1. The total energy comes out at -56440.4286 eV. For the highest occupied orbital energy (alpha / beta), the calculation gives -0.3816 / -0.4283 Ha. The multiplicity is 5.

Geometry (Å):
O -0.14759 -0.51687 -7.35545
C -0.25074 0.83836 -7.93324
C -0.39865 0.30571 -9.36220
H 0.67832 1.39233 -7.73438
H -1.13211 1.37595 -7.54993
C -0.27621 -1.09765 -8.69097
H 0.44063 0.54656 -10.02090
H -1.36663 0.50186 -9.82692
C 1.02103 -1.78494 -9.05386
H 1.84662 -1.06792 -8.95097
H 0.96523 -2.14473 -10.08869
H 1.19905 -2.64027 -8.39221
C -1.50015 -1.98719 -8.84153
H -2.41927 -1.45498 -8.56414
H -1.40003 -2.89251 -8.22751
H -1.57285 -2.30396 -9.89036
Pt -0.72775 -0.75523 0.45664
C -2.78324 -1.28359 1.04682
C -2.56785 0.15790 1.15570
C -2.45865 0.68389 -0.19541
H -2.58566 0.72291 2.07825
C -2.73352 -0.38586 -1.10525
C -2.81814 -1.59485 -0.36319
H -3.00128 -2.58188 -0.78421
H -2.91623 -1.95455 1.88846
H -2.35543 1.73922 -0.43658
H -2.89966 -0.27767 -2.17333
C 0.28429 -2.39618 1.28651
C -0.41472 -3.13351 0.24314
C 0.31952 -2.98193 -0.96876
H -1.25269 -3.80175 0.42195
C 1.36013 -2.06027 -0.77325
C 1.34409 -1.61964 0.59838
H 2.09437 -1.02138 1.10353
H 0.09500 -2.47844 2.35215
H 0.13885 -3.54328 -1.88082
H 2.11937 -1.79260 -1.49960
O 0.48234 -0.29127 -2.91404
C -0.37431 -0.96642 -3.85542
C -0.83881 0.06786 -4.87921
H -1.24400 -1.47942 -3.39199
H 0.24194 -1.74558 -4.34003
C 0.04482 1.29322 -4.62926
H -1.90138 0.31817 -4.77860
H -0.66425 -0.40774 -5.83861
C 0.23915 1.12946 -3.12594
H -0.41190 2.23637 -4.93220
H 1.01191 1.17463 -5.14307
H -0.70905 1.44516 -2.63061
H 1.06381 1.69960 -2.68548
C 3.92145 -1.37779 4.01297
C 2.52028 -0.95559 4.43627
C 1.70351 -2.19166 4.78895
C 2.59665 -0.01922 5.63442
O 1.93425 -0.26975 3.29991
Si 0.50059 0.54755 3.19707
O 0.09406 0.66651 1.65211
O -0.58447 -0.26314 4.12960
C -1.65628 0.09478 5.05253
C -2.80900 -0.84828 4.74464
C -1.17725 -0.11251 6.48286
C -2.10385 1.54018 4.89349
O 0.65915 2.03407 3.85008
C 1.16448 3.30420 3.36277
C 1.17731 3.40205 1.84086
C 0.22972 4.36469 3.92715
C 2.58353 3.47812 3.88496
H 4.38726 -1.92117 4.84620
H 4.53981 -0.50650 3.76401
H 3.88383 -2.02825 3.13073
H 2.18630 -2.72307 5.62213
H 0.68961 -1.91769 5.10070
H 1.63626 -2.86343 3.92527
H 3.15122 0.89085 5.37641
H 1.59739 0.26675 5.98702
H 3.11849 -0.52684 6.45867
H -2.47007 -1.88545 4.84605
H -3.63022 -0.66774 5.45138
H -3.16895 -0.71389 3.71567
H -0.37659 0.58921 6.74616
H -2.02503 0.06443 7.15928
H -0.80348 -1.13206 6.63413
H -1.31088 2.23460 5.18920
H -2.39680 1.75838 3.86031
H -2.97281 1.72333 5.54585
H 0.17811 3.23958 1.42143
H 1.51505 4.41363 1.56064
H 1.86485 2.67301 1.39571
H 0.24523 4.34029 5.02310
H 0.52758 5.36468 3.58932
H -0.79820 4.17324 3.59491
H 2.59813 3.45180 4.98068
H 3.23516 2.67663 3.51282
H 2.97686 4.44633 3.54816

Atoms 1-6, force components in eV/Å:
O 0.032 0.554 -2.082
C 0.149 -0.173 0.400
C 0.067 -0.493 0.592
H -0.393 -0.014 -0.011
H 0.367 -0.149 0.037
C 0.140 0.111 -0.723

---

Record 3
The following is a DFT calculation (ωB97M-V/def2-TZVPD) of a cluster of 2 separate species, C31H56BBrN3O4 in total.

For the largest force on an atom, the calculation gives 0.74 eV Å⁻¹. Its charge is +1. The total energy comes out at -116427.7357 eV. For the highest occupied orbital energy, the calculation gives -0.3975 Ha.

Geometry (Å):
C 0.73339 3.53581 -4.94006
C -0.76827 3.34742 -4.67842
B -1.31857 4.25065 -3.51750
O -1.11280 5.60653 -3.58747
C -2.21032 3.64817 -2.26838
C -3.26158 2.74797 -2.95738
C -4.42821 2.31480 -2.10755
N -5.54133 2.89630 -2.01790
C -2.94930 4.77997 -1.56530
C -2.10734 5.54229 -0.56724
C -1.75064 4.59841 0.58663
C -0.54076 5.07707 1.41237
C -1.70236 3.13576 0.15573
N -1.29901 2.90958 -1.27069
Br 0.48271 3.73371 -1.45604
C -0.97726 1.45293 -1.58563
C -1.96564 0.35155 -1.26163
O -2.47050 0.49297 0.02653
C -3.21608 -0.63145 0.47151
C -3.29481 -0.57269 1.96988
O -2.05708 -0.42603 2.65875
C -0.93473 -1.05701 2.14364
C 0.15829 -0.29221 1.75450
C 1.29016 -0.91333 1.22243
C 1.36054 -2.30640 1.06663
C 2.58163 -3.03819 0.49397
C 3.79986 -2.12294 0.40455
C 2.95757 -4.13230 1.51202
C 2.23859 -3.76810 -0.83665
C 2.53006 -3.13723 -2.20587
C 1.98713 -1.71209 -2.34172
C 1.77311 -4.00951 -3.21924
C 4.01626 -3.20046 -2.58729
C 0.26055 -3.04025 1.50068
C -0.86893 -2.43677 2.03683
H 0.95619 3.42621 -5.99268
H 1.32999 2.82960 -4.37541
H 1.03886 4.54020 -4.66345
H -1.29539 3.70248 -5.56749
H -1.02553 2.29637 -4.58947
H -1.65914 6.07083 -4.22730
H -3.67498 3.35297 -3.76269
H -2.80714 1.89500 -3.44569
H -4.31426 1.43173 -1.49689
H -5.59053 3.71410 -2.62863
H -3.32278 5.44837 -2.33264
H -3.81529 4.42383 -1.01274
H -2.68949 6.35402 -0.15205
H -1.20330 5.91183 -1.03371
H -2.60405 4.64496 1.25664
H -0.06876 5.92728 0.93338
H 0.21585 4.30335 1.48321
H -0.84458 5.34519 2.41408
H -1.03768 2.55260 0.78014
H -2.67653 2.67774 0.24568
H -0.75177 1.41182 -2.64142
H -0.05144 1.24763 -1.07275
H -2.74337 0.24681 -2.01140
H -1.36764 -0.56168 -1.34020
H -4.23109 -0.59238 0.07159
H -2.77589 -1.55930 0.11723
H -3.91913 0.26552 2.25562
H -3.81762 -1.47072 2.30108
H 0.10226 0.77705 1.87269
H 2.12556 -0.30074 0.93258
H 4.61830 -2.65659 -0.05889
H 3.62763 -1.19747 -0.13053
H 4.13119 -1.88141 1.41050
H 2.90846 -3.75719 2.52487
H 3.96390 -4.47656 1.29500
H 2.31901 -5.00270 1.41123
H 2.70353 -4.74915 -0.81689
H 1.16590 -3.95387 -0.81872
H 1.63985 -1.31313 -1.39815
H 2.76558 -1.03987 -2.69573
H 1.18826 -1.66577 -3.07539
H 0.70149 -3.88291 -3.08138
H 1.99761 -5.06270 -3.08587
H 2.00165 -3.70448 -4.23456
H 4.11966 -3.29894 -3.66194
H 4.47396 -4.07401 -2.13419
H 4.56911 -2.33106 -2.25433
H 0.27100 -4.11542 1.43588
H -1.70400 -3.02800 2.37652
C 2.19291 -2.69663 5.44560
C 2.41889 -4.13872 5.84848
O 2.90229 -4.96057 5.08742
N 2.05720 -4.48941 7.10980
C 1.47455 -3.65810 8.14581
H 2.52905 -2.57099 4.42149
H 1.13574 -2.43451 5.50394
H 2.75719 -2.01949 6.08733
H 2.23174 -5.45909 7.32169
H 2.11888 -3.62976 9.02554
H 0.50045 -4.04496 8.44864
H 1.34336 -2.64414 7.78479

Atoms 1-6, force components in eV/Å:
C -0.155 0.234 -0.034
C -0.071 0.071 0.141
B 0.415 -0.389 0.067
O -0.681 -0.044 0.285
C -0.241 0.327 -0.516
C -0.079 -0.230 0.246

---

Record 4
The following is a DFT calculation (ωB97M-V/def2-TZVPD) of a cluster of 7 separate species, C31H56BrN4O33P2S8 in total at a distorted geometry.

For the largest force on an atom, the calculation gives 3.43 eV Å⁻¹. Its charge is +1. The total energy comes out at -281869.4253 eV. For the highest occupied orbital energy, the calculation gives -0.4249 Ha.

Geometry (Å):
C 2.83280 4.57730 -1.39791
C 2.92411 3.44019 -1.74900
N 3.02215 2.07168 -1.89587
C 4.36913 1.55184 -2.22312
C 5.24495 2.66261 -2.80638
O 6.14615 3.13053 -2.20294
Br 4.80980 3.28789 -4.57611
C 1.94493 1.32137 -1.78250
N 2.10715 -0.04235 -2.03651
C 2.70496 -0.77342 -0.92928
C 1.72849 -1.51400 -0.02326
O 0.76029 -1.00657 0.47683
O 1.97536 -2.80651 0.22422
C 0.89026 -0.61113 -2.63849
N 1.09624 -1.94231 -3.11318
C 0.08702 -2.95745 -2.74814
C 0.74070 -4.26496 -2.21972
C 0.20455 0.40235 -3.62545
C -0.94001 -0.29198 -4.39477
C -1.62141 0.49098 -5.53992
C -2.79755 -0.36976 -5.98716
O -3.90066 -0.22291 -5.52662
O -2.54039 -1.33514 -6.89010
P 1.41077 0.98506 -4.95118
S 2.38891 -0.45470 -5.81765
C -0.29608 1.58136 -2.63031
C -1.77954 1.51686 -2.25146
C -2.27979 0.30442 -1.43840
C -2.07420 0.38435 0.08341
S -2.82679 -0.92949 1.03301
O -2.17589 -0.91970 2.31101
O -4.22563 -0.63141 1.16909
O -2.59587 -2.33359 0.31808
P -0.19244 3.24490 -3.57123
O -0.91820 4.29487 -2.81820
N 0.67808 1.75855 -1.54979
C 0.37294 2.56454 -0.36807
H 2.75133 5.59247 -1.07293
H 4.25665 0.78089 -2.99804
H 4.82927 1.08004 -1.35379
H 3.45740 -1.47907 -1.30175
H 3.27691 -0.08296 -0.29722
H 2.89649 -3.02204 0.01256
H 0.14773 -0.68252 -1.82929
H 1.25873 -2.00692 -4.10904
H -0.42113 -3.25622 -3.67652
H -0.69651 -2.61207 -2.06919
H 0.49477 -4.37222 -1.16157
H 0.29981 -5.13192 -2.72073
H 1.81495 -4.28447 -2.39882
H -1.72666 -0.69899 -3.75877
H -0.48404 -1.15909 -4.88716
H -2.06473 1.44456 -5.26193
H -0.98511 0.57758 -6.42589
H -3.34739 -1.51523 -7.39492
H 0.76573 1.76531 -5.92349
H 2.34238 1.85082 -4.34216
H -2.01970 2.42397 -1.68438
H -2.40604 1.59602 -3.14330
H -3.36589 0.24900 -1.59662
H -1.91198 -0.67110 -1.76954
H -2.56541 1.29758 0.43833
H -1.02977 0.46558 0.38656
H -3.37558 -2.46985 -0.25021
H -0.74336 3.14400 -4.86686
H 1.15771 3.65604 -3.66970
H -0.65893 2.57516 -0.03684
H 0.65494 3.61271 -0.51306
H 0.98347 2.22207 0.47581
C -1.61684 -0.56479 5.50213
C -0.68357 0.20075 4.59486
O -0.10692 1.20776 5.44380
S 0.02728 0.63220 6.93721
O 1.35640 0.15583 7.11534
O -0.56711 1.55699 7.82785
O -0.93449 -0.63582 6.76260
H -2.55521 -0.02786 5.65283
H -1.82902 -1.56166 5.12827
H -1.19444 0.65279 3.75161
H 0.12430 -0.43770 4.22767
C 3.15103 -2.34990 5.51723
C 4.49532 -1.69583 5.74020
O 5.28562 -2.10887 4.60417
S 4.33357 -2.26181 3.33323
O 4.40375 -1.07180 2.54983
O 4.54156 -3.54047 2.75375
O 2.93850 -2.26017 4.10029
H 3.16676 -3.40493 5.79622
H 2.34842 -1.84522 6.04929
H 4.96412 -2.00695 6.66864
H 4.41760 -0.60745 5.72053
C -4.68718 -5.37238 6.16139
C -3.75399 -4.60975 5.24907
O -3.17628 -3.59665 6.08674
S -3.03878 -4.16629 7.59022
O -1.71273 -4.63548 7.77347
O -3.64971 -3.24224 8.47375
O -3.99990 -5.43547 7.41935
H -5.62422 -4.83213 6.31047
H -4.90046 -6.36683 5.79722
H -4.26989 -4.15877 4.40551
H -2.94639 -5.24745 4.88217
C -7.48709 -9.10181 9.51164
C -6.16993 -8.40396 9.77535
O -5.32616 -8.81514 8.69109
S -6.21098 -9.02921 7.37601
O -6.13282 -7.85423 6.57703
O -5.92972 -10.31103 6.84630
O -7.64523 -9.05024 8.08642
H -7.45239 -10.14994 9.81431
H -8.32310 -8.61135 10.00269
H -5.72949 -8.68432 10.72774
H -6.27703 -7.31800 9.73067
C 5.71989 5.75941 -9.85899
C 6.71789 5.15538 -8.89456
O 6.00672 5.07632 -7.64928
S 4.45479 4.80874 -7.93919
O 4.19999 3.41658 -7.80255
O 3.69489 5.77748 -7.23601
O 4.46196 5.17015 -9.49536
H 5.64147 6.84017 -9.72904
H 5.95598 5.53633 -10.89570
H 7.61344 5.75986 -8.78394
H 6.99748 4.14272 -9.19189
C -0.77039 9.05800 -1.00436
C 0.20153 9.75278 -1.93440
O 0.68134 8.71026 -2.79285
S -0.48767 7.62536 -3.02591
O -1.13671 7.90748 -4.25384
O 0.01732 6.33209 -2.73140
O -1.44469 8.10146 -1.82950
H -0.24798 8.51877 -0.21088
H -1.48643 9.74559 -0.56245
H 1.02703 10.22004 -1.40455
H -0.30226 10.49914 -2.55194

Atoms 1-6, force components in eV/Å:
C 0.067 0.233 -0.049
C -0.136 -0.507 0.781
N 0.228 1.472 0.422
C -0.242 -0.819 -0.812
C 0.310 0.447 0.572
O 0.070 -0.159 -0.063

---

For reference, molar mass by record: 668.2, 746.9, 625.5, 1411.2 Da.